Molecular formula: C4H6ClF
Method: DFT, ωB97M-V/def2-TZVPD

Computed properties:
- 2S+1 = 1
- SMILES = C/C(Cl)=C/CF
- Kohn-Sham gap (eV) = 10.4
- relative energy (zero: lowest compared OMol25 entry of this formula, charge and spin) (eV) = 0.532
- HOMO energy (eV) = -9.5
- LUMO (eV) = 0.9

Last column: Mulliken charge in e.
Element x y z (Å)
C 1.91975 1.46015 -0.02014  -1.065
C 0.69696 0.44790 -0.01050  0.401
C -0.61161 0.67362 0.07478  -0.346
C -1.67251 -0.39398 0.13851  -0.332
H 2.65222 1.09326 0.74391  0.320
H 1.59463 2.46673 0.29808  0.295
H 2.33288 1.51117 -0.99047  0.306
H -1.00797 1.64327 0.17203  0.379
H -1.43266 -1.07409 -0.71173  0.249
H -1.68162 -1.15817 0.96801  0.307
F -2.87251 0.27423 -0.12285  -0.297
Cl 1.25880 -1.18097 -0.02766  -0.216